--- one ---
Molecular formula: C31H30N4O10PV
Method: DFT, ωB97M-V/def2-TZVPD

Values from the calculation:
Net charge = +1
HOMO energy (alpha / beta) = -0.4101 / -0.4110 hartree
Frontier orbital gap (alpha / beta) = 6.641 / 7.187 eV
LUMO level (alpha / beta) = -4.519 / -3.998 eV
2S+1 = 2

Atoms and positions in Å:
V: -0.19 -0.30 0.63
O: -0.37 -2.04 -0.59
C: -0.84 -3.38 -0.30
C: -2.20 -3.43 0.38
N: -2.25 -2.87 1.71
C: -3.17 -1.82 2.04
C: -2.77 -0.38 1.74
O: -3.14 0.56 2.38
O: -2.01 -0.23 0.62
C: -1.23 -3.25 2.64
C: 0.09 -2.50 2.44
O: 1.18 -3.00 2.44
O: -0.09 -1.18 2.25
H: -0.74 -1.76 -1.45
H: -0.06 -3.83 0.32
H: -0.87 -3.93 -1.24
H: -2.48 -4.50 0.40
H: -2.93 -2.92 -0.25
H: -3.41 -1.85 3.10
H: -4.11 -1.98 1.50
H: -1.01 -4.32 2.58
H: -1.57 -3.04 3.66
C: 3.67 0.35 4.87
C: 3.78 -0.26 3.52
N: 2.94 -0.09 2.52
C: 3.43 -0.82 1.47
C: 4.59 -1.45 1.84
N: 4.78 -1.08 3.14
C: 5.58 -2.39 1.23
O: 5.39 -2.74 -0.02
O: 6.49 -2.78 1.91
C: 2.71 -0.94 0.20
O: 3.10 -1.55 -0.76
O: 1.55 -0.29 0.20
H: 2.68 0.79 4.98
H: 4.41 1.14 5.00
H: 3.82 -0.39 5.65
H: 5.57 -1.42 3.68
H: 4.59 -2.32 -0.41
O: 0.84 1.55 2.67
N: -0.03 1.51 1.62
C: -0.77 2.54 1.54
C: -1.78 2.89 0.54
C: -2.68 3.87 0.94
C: -3.66 4.34 0.08
C: -3.73 3.86 -1.21
C: -2.82 2.89 -1.64
C: -1.86 2.39 -0.77
P: -0.65 1.16 -1.35
C: 0.62 2.08 -2.24
C: 0.39 2.55 -3.53
C: 1.35 3.32 -4.16
C: 2.54 3.62 -3.51
C: 2.77 3.16 -2.22
C: 1.81 2.38 -1.59
C: -1.49 0.09 -2.55
C: -2.84 -0.25 -2.42
C: -3.39 -1.23 -3.23
C: -2.60 -1.89 -4.16
C: -1.25 -1.58 -4.28
C: -0.69 -0.59 -3.48
H: 1.56 0.85 2.53
H: -0.61 3.28 2.33
H: -2.62 4.26 1.95
H: -4.36 5.09 0.42
H: -4.48 4.23 -1.90
H: -2.87 2.53 -2.66
H: -0.53 2.31 -4.05
H: 1.18 3.68 -5.17
H: 3.29 4.22 -4.01
H: 3.69 3.39 -1.72
H: 1.99 2.02 -0.58
H: -3.45 0.26 -1.69
H: -4.44 -1.47 -3.14
H: -3.03 -2.66 -4.79
H: -0.63 -2.10 -5.00
H: 0.36 -0.36 -3.57

--- two ---
Molecular formula: C31H30N4O10PV
Method: DFT, ωB97M-V/def2-TZVPD

Values from the calculation:
Net charge = +1
HOMO energy (alpha / beta) = -0.4314 / -0.4334 hartree
Frontier orbital gap (alpha / beta) = 7.137 / 7.842 eV
LUMO level (alpha / beta) = -4.602 / -3.950 eV
2S+1 = 2

Atoms and positions in Å:
V: 0.55 -1.01 -1.07
O: -1.86 -1.46 -1.15
C: -2.28 -1.32 -2.53
C: -1.42 -2.23 -3.36
N: -0.01 -1.82 -3.24
C: 0.34 -0.69 -4.13
C: 0.33 0.62 -3.37
O: 0.49 1.69 -3.86
O: 0.13 0.45 -2.04
C: 0.86 -2.99 -3.38
C: 0.87 -3.68 -2.03
O: 1.03 -4.83 -1.80
O: 0.69 -2.77 -1.01
H: -2.08 -2.35 -0.83
H: -2.17 -0.27 -2.80
H: -3.34 -1.58 -2.64
H: -1.71 -2.30 -4.41
H: -1.51 -3.24 -2.93
H: -0.34 -0.60 -4.98
H: 1.34 -0.81 -4.52
H: 1.88 -2.68 -3.60
H: 0.52 -3.70 -4.13
C: 1.06 -1.30 2.97
C: 2.08 -1.07 1.92
N: 1.95 -1.02 0.60
C: 3.22 -0.86 0.09
C: 4.13 -0.80 1.09
N: 3.38 -0.94 2.23
C: 5.60 -0.60 1.22
O: 6.30 -0.51 0.11
O: 6.07 -0.53 2.33
C: 3.39 -0.80 -1.37
O: 4.47 -0.70 -1.91
O: 2.25 -0.87 -2.01
H: 0.06 -1.15 2.57
H: 1.22 -0.61 3.80
H: 1.13 -2.32 3.34
H: 3.80 -0.93 3.15
H: 5.73 -0.58 -0.70
O: -1.42 -3.76 0.84
N: -1.30 -2.41 1.15
C: -2.30 -2.06 1.85
C: -2.55 -0.69 2.35
C: -3.48 -0.64 3.40
C: -3.89 0.56 3.95
C: -3.39 1.74 3.44
C: -2.47 1.70 2.40
C: -2.02 0.50 1.86
P: -0.79 0.73 0.52
C: 0.58 1.66 1.30
C: 1.65 2.02 0.47
C: 2.77 2.65 0.98
C: 2.84 2.94 2.34
C: 1.79 2.60 3.17
C: 0.66 1.96 2.66
C: -1.66 1.97 -0.49
C: -1.10 3.20 -0.83
C: -1.81 4.10 -1.61
C: -3.09 3.79 -2.05
C: -3.66 2.58 -1.69
C: -2.96 1.67 -0.92
H: -0.58 -3.98 0.43
H: -3.04 -2.81 2.12
H: -3.90 -1.57 3.76
H: -4.61 0.56 4.76
H: -3.71 2.70 3.84
H: -2.10 2.64 2.00
H: 1.61 1.79 -0.59
H: 3.58 2.92 0.32
H: 3.71 3.44 2.75
H: 1.83 2.83 4.23
H: -0.14 1.70 3.33
H: -0.11 3.47 -0.50
H: -1.36 5.05 -1.88
H: -3.64 4.50 -2.66
H: -4.67 2.34 -2.01
H: -3.42 0.74 -0.62

Energies relative to the most stable structure are one 0.0000; two 0.0093, reported in hartree.

--- one ---
Molecular formula: C8H11N
Method: DFT, ωB97M-V/def2-TZVPD

Values from the calculation:
HOMO energy = -0.3047 hartree
Frontier orbital gap = 9.232 eV
LUMO level = 0.940 eV
2S+1 = 1

Atoms and positions in Å:
C: 1.02 -0.96 -0.40
C: -0.14 -1.11 0.18
C: -0.88 0.14 0.50
C: 2.10 1.83 -0.44
C: 1.35 1.68 -1.71
C: 0.83 1.14 -0.45
C: -0.79 -2.47 0.60
C: -2.18 0.24 1.22
N: -0.34 1.25 0.19
H: 1.75 -1.46 -0.97
H: 2.96 1.24 -0.44
H: 2.29 2.80 0.03
H: 0.61 2.41 -2.18
H: 1.60 0.92 -2.41
H: -1.84 -2.47 0.50
H: -0.55 -2.78 1.62
H: -0.44 -3.27 -0.05
H: -2.77 -0.66 1.30
H: -2.63 1.10 0.74
H: -1.95 0.43 2.16

--- two ---
Molecular formula: C8H11N
Method: DFT, ωB97M-V/def2-TZVPD

Values from the calculation:
HOMO energy = -0.2333 hartree
Frontier orbital gap = 7.265 eV
LUMO level = 0.917 eV
2S+1 = 1

Atoms and positions in Å:
C: -2.73 0.25 0.09
C: -0.90 -1.29 -0.05
C: 0.52 -1.32 -0.47
C: 1.87 -1.71 0.05
C: 1.27 -0.41 0.51
C: 0.99 1.00 0.05
C: 1.85 1.98 -0.12
C: -0.46 1.11 -0.02
H: -2.94 1.04 0.84
H: -3.03 0.65 -0.91
H: -3.34 -0.64 0.33
H: -1.67 -2.01 -0.09
H: 0.61 -0.96 -1.51
H: 2.68 -1.62 -0.70
H: 2.00 -2.46 0.83
H: 0.96 -0.46 1.58
H: 2.89 1.80 0.12
H: 1.64 3.00 -0.46
H: -0.94 2.06 -0.09
N: -1.30 0.00 0.01

Energies relative to the most stable structure are one 0.0000; two 0.0037, reported in hartree.